The following is a DFT calculation (ωB97M-V with the def2-TZVPD basis set) of C34H40F4IN3OPSTeTi as an isolated structure at a distorted geometry.

* highest occupied orbital energy (spin up / spin down): -4.0748 / -4.9245 eV
* net charge: -1
* energy relative to the best compared isomer or geometry (same formula, charge and spin): 2.338 eV
* orbital gap (spin up / spin down): 6.375 / 5.911 eV
* multiplicity: 3

The geometry in XYZ format:
```
87
C34H40F4IN3OPSTeTi, DFT ωB97M-V with the def2-TZVPD basis set
Ti 1.16250 -1.84792 1.54131
C -1.80679 -4.18779 3.01385
N -1.26329 -2.87991 3.33567
C -1.23528 -2.69963 4.77480
C -2.01908 -1.83468 2.67697
C -1.39179 -0.46150 2.81265
N 0.03633 -0.39128 2.48206
C 0.62155 0.81780 2.71017
C 2.01016 0.98037 2.49524
F 2.72185 -0.10000 2.07465
C 2.70766 2.14847 2.66952
F 4.01445 2.16833 2.36720
C 2.09904 3.29069 3.14545
C 0.74845 3.17805 3.38834
F 0.07999 4.25392 3.84814
C 0.02775 2.02160 3.17056
F -1.30613 2.13935 3.38872
H -1.13622 -4.96007 3.39573
H -2.80948 -4.33983 3.45093
H -1.88065 -4.30604 1.93175
H -2.25538 -2.64072 5.19400
H -0.69309 -1.79112 5.03288
H -0.71002 -3.53649 5.23334
H -3.04767 -1.75553 3.07855
H -2.09026 -2.10036 1.62729
H -1.52747 -0.11648 3.83810
H -1.96887 0.19949 2.15876
H 2.63469 4.21251 3.31246
I 2.20211 -2.63675 4.03267
C 0.96100 -4.24983 1.40260
C 1.39465 -5.50597 1.60228
C 0.82973 -6.53314 0.79379
C -0.08502 -6.25147 -0.18170
C -0.49393 -4.91293 -0.42992
C -1.42092 -4.51562 -1.41845
C -1.77328 -3.19381 -1.54778
C -1.22729 -2.20065 -0.70774
C -0.31300 -2.52751 0.25978
C 0.04970 -3.88733 0.39023
H 2.13487 -5.75054 2.35316
H 1.13645 -7.55765 0.96705
H -0.51425 -7.04845 -0.78031
H -1.84988 -5.27274 -2.06680
H -2.48918 -2.90329 -2.30903
H -1.54610 -1.17020 -0.81815
C -1.09605 0.59358 -3.02506
C -0.93717 1.92882 -2.29720
P -1.12421 1.73695 -0.45779
C -3.00489 1.64618 -0.41151
C -3.70769 2.62409 0.53379
C -0.79997 3.49130 0.06981
C -1.09594 4.63074 -0.90489
H -0.91292 0.71033 -4.09643
H -2.10362 0.18433 -2.89876
H -0.38385 -0.13774 -2.63291
H -1.66486 2.65548 -2.66678
H 0.06700 2.31446 -2.47675
H -3.24854 0.62906 -0.09148
H -3.39765 1.76086 -1.42585
H -3.30528 2.55608 1.54735
H -4.77600 2.39868 0.58008
H -3.59972 3.65423 0.19146
H 0.26132 3.50352 0.32867
H -1.34488 3.64345 1.00499
H -0.41325 4.60183 -1.75578
H -0.96570 5.59162 -0.40015
H -2.11845 4.59514 -1.28840
C 3.43211 3.18091 -2.15168
Te 2.57768 1.57385 -0.89173
C 2.72113 0.59610 -2.80596
C 2.49449 1.65181 -3.84741
C 1.92942 1.37581 -5.08694
C 1.73246 2.39333 -6.01366
C 2.10398 3.69288 -5.69843
C 2.66024 3.97369 -4.45523
C 2.85954 2.96234 -3.52104
H 4.51328 3.01526 -2.17067
H 3.25947 4.19445 -1.78850
H 2.00507 -0.22119 -2.88327
H 3.72437 0.17339 -2.88897
H 1.63774 0.35945 -5.32753
H 1.28345 2.17061 -6.97425
H 1.96659 4.48888 -6.42091
H 2.93886 4.99275 -4.20753
O 2.77255 -2.71131 0.69394
S 2.77335 -1.71920 -0.51542
N 1.56795 -0.80014 -0.16204
```

***

The following is a DFT calculation (ωB97M-V with the def2-TZVPD basis set) of C34H40N4O2OsP2 as an isolated structure at a distorted geometry.

* highest occupied orbital energy (spin up / spin down): -12.1788 / -12.0593 eV
* net charge: +2
* energy relative to the best compared isomer or geometry (same formula, charge and spin): 0.000 eV
* orbital gap (spin up / spin down): 6.620 / 2.227 eV
* multiplicity: 5

The geometry in XYZ format:
```
83
C34H40N4O2OsP2, DFT ωB97M-V with the def2-TZVPD basis set
Os 0.22019 -0.22588 4.00931
C -0.99231 1.65567 3.73398
C -1.33170 0.63145 2.81142
C -0.87359 0.61951 1.35973
C 0.53804 0.04359 1.06847
C 1.40023 -0.10783 2.29051
C 1.70288 0.98547 3.20292
C 1.30532 2.41463 2.91042
C -0.08946 2.82438 3.47008
C 1.78932 -1.24209 4.90097
H -1.66311 1.81913 4.56208
H -2.26081 0.08905 3.03966
H -0.89886 1.64092 0.96256
H -1.61506 0.05024 0.78353
H 0.46345 -0.94849 0.59649
H 1.00421 0.68660 0.30875
H 2.11007 -0.93667 2.24593
H 2.62800 0.88298 3.79366
H 1.26773 2.56918 1.82801
H 2.06381 3.09860 3.31929
H -0.00845 3.40412 4.40618
H -0.52981 3.51607 2.73706
H 1.94557 -0.87473 5.92197
H 2.72163 -1.25182 4.32947
H 1.34078 -2.24357 4.95012
P 1.58724 -1.11180 -3.92561
P -1.50188 -0.65252 -3.55528
N 3.02268 -0.11593 -3.92785
N 2.29989 -2.40329 -4.99547
N -1.70595 1.10718 -3.36917
N -3.15818 -0.98802 -4.05971
C 0.68046 -0.19670 -5.27941
C -0.80492 -0.59184 -5.28645
C 3.49468 0.52596 -2.76915
C 4.52918 1.37364 -3.12986
C 4.71667 1.25043 -4.54855
C 3.78055 0.34000 -5.01547
C 2.46235 -3.72840 -4.56386
C 2.94079 -4.49897 -5.62250
C 3.07786 -3.62391 -6.74932
C 2.68796 -2.35602 -6.33748
C -1.53084 1.76944 -2.14515
C -1.66094 3.13305 -2.35262
C -1.92803 3.33029 -3.74298
C -1.95284 2.08056 -4.34369
C -4.03925 -0.28133 -4.89199
C -5.11835 -1.10190 -5.19717
C -4.89174 -2.36839 -4.55325
C -3.68876 -2.27897 -3.87211
H 1.13376 -0.44760 -6.24908
H 0.79957 0.89093 -5.12506
H -1.37620 0.13220 -5.88283
H -0.94811 -1.58403 -5.75295
H 3.03130 0.30977 -1.81565
H 5.07913 2.02633 -2.47061
H 5.44009 1.77030 -5.15609
H 3.59823 -0.01996 -6.00822
H 2.24374 -3.99599 -3.53751
H 3.17360 -5.55582 -5.59987
H 3.42336 -3.88501 -7.74370
H 2.68307 -1.44307 -6.90263
H -1.36359 1.19056 -1.24455
H -1.57662 3.90627 -1.60097
H -2.09255 4.26903 -4.24940
H -2.15497 1.81862 -5.36389
H -3.84182 0.73224 -5.18599
H -5.97377 -0.83013 -5.80015
H -5.54171 -3.23071 -4.59029
H -3.14644 -2.99361 -3.27049
O -1.32315 -1.60928 6.03511
C -0.98950 -0.52892 6.55494
O -0.35828 0.42247 5.89945
C -1.19328 -0.22431 8.02783
C -1.18527 1.09744 8.49372
C -1.42359 1.35772 9.84220
C -1.60236 0.31723 10.76106
C -1.57028 -1.00284 10.29638
C -1.36550 -1.27216 8.94395
H -0.96024 1.90537 7.79084
H -1.44302 2.38011 10.19671
H -1.72501 0.51106 11.82447
H -1.68186 -1.82568 10.99431
H -1.30541 -2.30155 8.58052
```

***

The following is a DFT calculation (ωB97M-V with the def2-TZVPD basis set) of C34H40N4O8PReS3 as an isolated structure at a distorted geometry.

* highest occupied orbital energy (spin up / spin down): -10.8592 / -11.2357 eV
* net charge: +1
* energy relative to the best compared isomer or geometry (same formula, charge and spin): 0.847 eV
* orbital gap (spin up / spin down): 6.126 / 6.364 eV
* multiplicity: 4

The geometry in XYZ format:
```
91
C34H40N4O8PReS3, DFT ωB97M-V with the def2-TZVPD basis set
Re -1.62133 0.09599 0.39925
O -5.19636 -1.48377 -2.35103
C -4.25473 -1.18829 -1.47594
O -3.08294 -1.45273 -1.61923
C -4.76419 -0.51022 -0.25673
C -6.12549 -0.30197 -0.07335
C -6.56621 0.31754 1.08575
C -5.61921 0.71676 2.00830
C -4.27543 0.49172 1.72881
N -3.84214 -0.12124 0.63105
C -3.22339 1.00865 2.70111
O -3.55724 1.47027 3.76652
O -2.02273 0.91089 2.26953
H -4.84048 -1.91014 -3.14852
H -6.80731 -0.62054 -0.84352
H -7.61740 0.49291 1.24933
H -5.87366 1.21714 2.93056
S -1.17127 -1.93076 1.65746
C 0.11336 -2.74621 0.89222
N 0.59855 -3.87340 1.41383
C 1.69199 -4.54816 0.74057
C 2.62345 -3.49451 0.15880
N 1.85209 -2.68474 -0.76171
C 2.46858 -2.30437 -2.01118
C 3.70006 -1.44894 -1.82491
C 3.67549 -0.33487 -0.99579
C 4.79160 0.47573 -0.89097
C 5.94059 0.18282 -1.60802
C 5.97025 -0.92805 -2.43289
C 4.85661 -1.74382 -2.53465
C 0.64237 -2.27380 -0.38230
S -0.32866 -1.30334 -1.38416
C 0.26494 -4.32911 2.75358
C 1.47497 -4.11712 3.63064
C 1.90842 -2.82166 3.89092
C 3.08021 -2.61521 4.59400
C 3.82629 -3.69437 5.03938
C 3.39151 -4.98483 4.78946
C 2.22138 -5.19664 4.08181
H 1.30067 -5.18541 -0.06233
H 2.21506 -5.16603 1.47143
H 3.45277 -3.95452 -0.37672
H 3.02778 -2.86990 0.96501
H 1.73434 -1.75861 -2.61043
H 2.73082 -3.21923 -2.55044
H 2.78199 -0.08325 -0.44165
H 4.76169 1.34605 -0.25473
H 6.80538 0.82414 -1.53115
H 6.85728 -1.16341 -3.00139
H 4.88033 -2.60504 -3.18558
H -0.00591 -5.38657 2.71714
H -0.59203 -3.76114 3.11396
H 1.32305 -1.98077 3.54586
H 3.41537 -1.60896 4.78688
H 4.74517 -3.53055 5.57832
H 3.96740 -5.82935 5.13006
H 1.88352 -6.20574 3.89041
S 2.03786 2.81550 0.54834
C 0.92464 1.71202 0.54654
N 0.14112 0.82379 0.51273
C 1.36497 1.20569 -3.26765
C 0.02855 1.95806 -3.32792
C -1.07329 1.06284 -3.89079
C 0.14141 3.23380 -4.15530
O -0.25699 2.28666 -1.96067
P -1.67252 2.85955 -1.47665
O -2.57154 3.41441 -2.49083
O -2.31586 1.65923 -0.70754
O -1.07680 3.85448 -0.38445
C -1.81864 4.77154 0.42883
C -2.56082 3.99689 1.51613
C -0.75585 5.67270 1.07024
C -2.80251 5.61037 -0.38478
H 1.53230 0.62316 -4.17023
H 1.34057 0.54094 -2.40868
H 2.18884 1.90112 -3.13252
H -0.79515 0.68818 -4.87144
H -1.99445 1.63213 -3.96968
H -1.24210 0.21661 -3.22651
H 0.38263 2.98330 -5.18600
H 0.91771 3.87518 -3.74454
H -0.80428 3.76921 -4.12753
H -1.86339 3.38006 2.07796
H -3.31140 3.35331 1.06035
H -3.05412 4.68085 2.20125
H -0.03976 5.07676 1.63289
H -1.22999 6.38410 1.74206
H -0.22025 6.21751 0.29681
H -3.56247 4.98408 -0.84654
H -2.28277 6.14254 -1.17847
H -3.28288 6.33409 0.27193
```